No. 1
DFT (ωB97M-V/def2-TZVPD) results for a molecular structure, C25H33AsCl3GeNaOSi.

E_tot = -7192.93448 a.u.
Kohn-Sham gap = 0.259 Eh
F_max = 0.1 eV Å⁻¹

Cartesian coordinates (Å):
Na (-0.31504, -0.39535, -1.62873)
Ge (0.12879, -0.50730, 1.87259)
C (1.95280, -0.62315, 2.67010)
C (2.46675, 0.54794, 3.23255)
C (3.73854, 0.59376, 3.79054)
C (4.54045, -0.53818, 3.77926)
C (4.05235, -1.71378, 3.22596)
C (2.77229, -1.75447, 2.68826)
C (-1.02368, -1.24127, 3.33038)
C (-2.39676, -1.37815, 3.11671)
C (-3.23313, -1.88527, 4.10140)
C (-2.70972, -2.25433, 5.33274)
C (-1.34866, -2.11795, 5.56517)
C (-0.51452, -1.62183, 4.57136)
H (-0.95338, 1.08076, 0.30022)
H (1.86190, 1.45067, 3.23823)
H (4.10351, 1.51525, 4.22879)
H (5.53622, -0.50692, 4.20290)
H (4.66710, -2.60548, 3.21808)
H (2.41663, -2.69687, 2.28582)
H (-2.82384, -1.09384, 2.16014)
H (-4.29372, -1.99133, 3.90798)
H (-3.35843, -2.64760, 6.10511)
H (-0.93193, -2.40513, 6.52297)
H (0.54837, -1.53481, 4.76693)
C (3.20460, 2.16589, -2.82604)
As (2.23693, 1.20062, -1.42910)
C (3.75752, 0.31054, -0.59568)
C (1.91640, 2.66623, -0.13889)
C (3.08998, 3.55784, 0.10919)
C (3.25983, 4.73344, -0.62013)
C (4.36372, 5.54781, -0.41465)
C (5.32000, 5.20018, 0.52902)
C (5.15828, 4.03603, 1.26694)
C (4.05342, 3.22354, 1.05952)
H (4.04239, 2.71842, -2.40267)
H (2.53733, 2.85961, -3.33674)
H (3.57593, 1.44329, -3.55219)
H (4.57999, 1.00995, -0.44982)
H (4.08072, -0.50244, -1.24514)
H (3.45668, -0.11179, 0.36377)
H (1.58703, 2.16409, 0.77331)
H (1.06367, 3.22369, -0.52881)
H (2.51382, 5.01401, -1.35556)
H (4.47537, 6.45788, -0.99025)
H (6.18086, 5.83515, 0.69260)
H (5.89405, 3.75916, 2.01166)
H (3.93120, 2.31930, 1.64378)
C (-3.06268, 2.33024, -1.80297)
C (-2.49852, 2.12616, -0.40762)
C (-3.47053, 1.34724, 0.46953)
C (-2.13410, 3.45831, 0.23584)
O (-1.29373, 1.35632, -0.58135)
H (-3.96530, 2.94052, -1.76582)
H (-3.32011, 1.36975, -2.25407)
H (-2.33162, 2.83412, -2.43733)
H (-4.41148, 1.88940, 0.57560)
H (-3.05049, 1.19392, 1.46571)
H (-3.67823, 0.36989, 0.03000)
H (-3.02317, 4.07317, 0.38415)
H (-1.43387, 4.00670, -0.39609)
H (-1.66646, 3.29306, 1.20846)
Cl (0.12648, -4.48591, 1.44121)
Si (0.07787, -2.58078, 0.65743)
Cl (1.47218, -2.60492, -0.94527)
Cl (-1.72992, -2.54290, -0.47949)

Cartesian forces, eV/Å:
0.1 0.1 0.1
0.0 0.0 0.0
0.0 0.0 0.0
0.0 0.0 0.0
0.0 0.0 0.0
0.0 0.0 0.0
0.0 0.0 0.0
0.0 0.0 0.0
0.0 0.0 0.0
0.0 0.0 0.0
0.0 0.0 0.0
0.0 0.0 0.0
0.0 0.0 0.0
0.0 0.0 0.0
0.0 0.0 0.0
0.0 0.0 0.0
0.0 0.0 0.0
0.0 0.0 0.0
0.0 0.0 0.0
0.0 0.0 0.0
0.0 0.0 0.0
0.0 0.0 0.0
0.0 0.0 0.0
0.0 0.0 0.0
0.0 0.0 0.0
0.0 0.0 0.0
0.0 0.0 0.0
0.0 0.0 0.0
0.0 0.0 0.0
0.0 0.0 0.0
0.0 0.0 0.0
0.0 0.0 0.0
0.0 0.0 0.0
0.0 0.0 0.0
0.0 0.0 0.0
0.0 0.0 0.0
0.0 0.0 0.0
0.0 0.0 0.0
0.0 0.0 0.0
0.0 0.0 0.0
0.0 0.0 0.0
0.0 0.0 0.0
0.0 0.0 0.0
0.0 0.0 0.0
0.0 0.0 0.0
0.0 0.0 0.0
0.0 0.0 0.0
0.0 0.0 0.0
0.0 0.0 0.0
0.0 0.0 0.0
0.0 0.0 0.0
0.0 0.0 0.0
-0.1 0.0 -0.1
0.0 0.0 0.0
0.0 0.0 0.0
0.0 0.0 0.0
0.0 0.0 0.0
0.0 0.0 0.0
0.0 0.0 0.0
0.0 0.0 0.0
0.0 0.0 0.0
0.0 0.0 0.0
0.0 0.0 0.0
0.0 0.0 0.0
0.0 0.0 0.0
0.0 0.0 0.0

Electronic structure analysis, Löwdin charges in units of e:
1. Na 0.13
2. Ge 0.85
3. C -0.42
4. C -0.16
5. C -0.11
6. C -0.09
7. C -0.09
8. C -0.14
9. C -0.41
10. C -0.15
11. C -0.09
12. C -0.10
13. C -0.09
14. C -0.11
15. H -0.05
16. H 0.09
17. H 0.10
18. H 0.10
19. H 0.10
20. H 0.06
21. H 0.07
22. H 0.10
23. H 0.10
24. H 0.10
25. H 0.09
26. C -0.32
27. As 1.16
28. C -0.30
29. C -0.33
30. C -0.31
31. C -0.07
32. C -0.09
33. C -0.10
34. C -0.08
35. C -0.06
36. H 0.02
37. H 0.02
38. H 0.02
39. H 0.03
40. H 0.02
41. H 0.00
42. H 0.04
43. H 0.06
44. H 0.11
45. H 0.10
46. H 0.10
47. H 0.10
48. H 0.09
49. C -0.03
50. C -0.66
51. C -0.03
52. C -0.03
53. O -0.19
54. H 0.09
55. H 0.09
56. H 0.09
57. H 0.09
58. H 0.08
59. H 0.08
60. H 0.09
61. H 0.08
62. H 0.09
63. Cl 0.25
64. Si -0.62
65. Cl 0.22
66. Cl 0.23

No. 2
DFT (ωB97M-V/def2-TZVPD) results for a molecular structure, C25H33Cl3CrN6OSi.

<S²> = 3.986
E_tot = -4090.73504 a.u.
Kohn-Sham gap (alpha / beta) = 0.258 / 0.321 Eh
spin multiplicity = 4
charge = +1
F_max = 0.8 eV Å⁻¹

Cartesian coordinates (Å):
Cr (0.50274, -0.04001, -1.09472)
N (1.71865, -0.44639, -2.74367)
C (1.04939, -0.61308, -4.02022)
C (1.46435, 0.15893, -5.08819)
C (0.80557, 0.03518, -6.30011)
C (-0.25665, -0.85225, -6.41618)
C (-0.65391, -1.61708, -5.32798)
C (-0.00131, -1.51521, -4.10155)
C (-0.41281, -2.32658, -2.91505)
C (-0.75284, -3.65909, -3.15423)
C (-1.27880, -4.46059, -2.15507)
C (-1.49361, -3.91249, -0.89865)
C (-1.11446, -2.60066, -0.64513)
C (-0.53261, -1.78445, -1.61857)
H (2.43852, 0.27502, -2.84336)
H (2.18948, -1.31276, -2.47182)
H (2.29014, 0.85211, -4.97805)
H (1.11999, 0.63474, -7.14270)
H (-0.77944, -0.94303, -7.35775)
H (-1.48890, -2.29886, -5.42189)
H (-0.60656, -4.05936, -4.14975)
H (-1.52294, -5.49411, -2.35983)
H (-1.94840, -4.49902, -0.11051)
H (-1.30789, -2.21285, 0.33996)
C (-3.40682, 3.01142, -0.29161)
C (-2.35404, 2.33481, 0.54934)
O (-1.79097, 1.31295, 0.15354)
N (-2.10313, 2.89421, 1.74081)
C (-1.20130, 2.39021, 2.76394)
C (0.16380, 3.02232, 2.77306)
C (0.52319, 3.95046, 3.73969)
C (1.80011, 4.48859, 3.70315)
C (2.66412, 4.07393, 2.70592)
C (2.21350, 3.13474, 1.78772)
N (0.99272, 2.60930, 1.81425)
H (-3.47203, 2.50776, -1.25039)
H (-3.15546, 4.05951, -0.45447)
H (-4.37514, 2.96031, 0.20847)
H (-2.55154, 3.78174, 1.90823)
H (-1.08463, 1.32096, 2.62128)
H (-1.68657, 2.54321, 3.72984)
H (-0.18420, 4.24833, 4.50300)
H (2.11387, 5.21708, 4.43880)
H (3.67022, 4.46134, 2.62968)
H (2.86795, 2.79606, 0.99414)
C (1.38225, -3.35299, 2.48949)
N (1.53687, -1.96846, 2.04116)
C (2.69179, -1.74640, 1.18844)
C (0.45587, -1.15592, 1.91408)
N (0.39649, -0.35985, 0.86968)
N (-0.47929, -1.16703, 2.89879)
C (-1.90392, -0.99206, 2.63500)
C (-0.15869, -1.55138, 4.26778)
H (1.63751, -4.01967, 1.66401)
H (0.35219, -3.54977, 2.76612)
H (2.03070, -3.57469, 3.33694)
H (3.54943, -2.24679, 1.63503)
H (2.90375, -0.68308, 1.11373)
H (2.53217, -2.16500, 0.18782)
H (-0.36645, 0.32408, 0.96489)
H (-2.07245, -0.42641, 1.72032)
H (-2.34484, -0.43355, 3.46175)
H (-2.41211, -1.95765, 2.57336)
H (0.91715, -1.58264, 4.40830)
H (-0.58622, -2.52018, 4.53546)
H (-0.57795, -0.80248, 4.94142)
Cl (-0.82831, 2.52201, -3.80706)
Si (0.23054, 2.30336, -2.06927)
Cl (-0.23531, 4.03638, -1.03086)
Cl (2.27746, 2.64279, -2.49972)

Cartesian forces, eV/Å:
-0.5 -0.6 -0.3
0.4 0.0 0.3
0.1 0.2 0.2
-0.1 -0.1 -0.2
-0.1 0.0 0.0
0.1 0.0 0.1
0.1 0.0 -0.1
0.0 0.0 0.3
-0.1 0.2 -0.3
-0.1 0.0 0.0
0.0 0.1 0.1
0.0 0.0 -0.1
0.0 0.0 0.0
0.4 0.4 -0.2
-0.1 -0.2 0.0
-0.1 0.0 -0.2
0.0 0.0 0.0
0.0 0.0 0.0
0.0 0.0 0.0
0.0 0.0 0.0
0.0 -0.1 0.0
0.0 0.0 0.0
0.0 0.0 0.0
0.1 0.1 0.1
0.0 0.1 0.1
-0.1 -0.1 -0.4
0.1 -0.3 0.2
-0.1 0.4 0.2
-0.2 0.0 0.1
0.0 0.0 0.0
0.0 0.0 -0.1
0.0 0.0 0.0
0.0 0.0 -0.1
0.0 0.1 0.1
0.1 0.1 -0.1
0.0 0.0 0.0
0.0 0.0 0.0
0.0 0.0 0.0
0.0 -0.1 0.1
0.0 0.0 0.0
0.0 0.0 0.0
0.0 0.0 0.0
0.0 0.0 0.0
0.0 0.0 0.0
0.0 0.0 -0.1
0.0 0.1 0.0
0.0 -0.2 0.1
-0.1 0.0 0.1
0.5 0.1 -0.6
-0.7 0.2 0.4
0.0 -0.2 0.1
0.1 0.2 0.0
0.0 0.0 0.0
0.0 0.0 0.0
0.0 0.0 0.0
0.0 0.0 0.0
0.0 0.0 0.0
0.0 0.0 0.0
0.0 0.0 0.0
0.1 0.1 0.3
0.0 -0.1 0.0
0.0 0.0 0.0
0.0 0.0 0.0
0.0 0.0 0.0
0.0 0.0 0.0
0.0 0.0 0.0
-0.1 -0.1 -0.1
0.1 -0.1 0.2
0.1 -0.1 0.0
0.1 0.2 -0.1

Electronic structure analysis, Löwdin charges in units of e:
1. Cr 0.64
2. N -0.02
3. C -0.27
4. C -0.05
5. C -0.07
6. C -0.06
7. C -0.01
8. C -0.13
9. C -0.19
10. C -0.03
11. C -0.06
12. C -0.08
13. C -0.11
14. C -0.11
15. H 0.03
16. H 0.13
17. H 0.11
18. H 0.11
19. H 0.11
20. H 0.12
21. H 0.12
22. H 0.11
23. H 0.11
24. H 0.06
25. C 0.00
26. C -0.57
27. O -0.07
28. N 0.10
29. C -0.10
30. C -0.27
31. C -0.02
32. C -0.05
33. C -0.05
34. C -0.13
35. N 0.11
36. H 0.09
37. H 0.07
38. H 0.09
39. H 0.15
40. H 0.08
41. H 0.13
42. H 0.11
43. H 0.11
44. H 0.11
45. H 0.10
46. C -0.03
47. N -0.14
48. C -0.04
49. C -0.42
50. N 0.03
51. N -0.14
52. C -0.04
53. C -0.04
54. H 0.10
55. H 0.08
56. H 0.10
57. H 0.10
58. H 0.09
59. H 0.09
60. H 0.01
61. H 0.07
62. H 0.10
63. H 0.10
64. H 0.09
65. H 0.09
66. H 0.10
67. Cl 0.29
68. Si -0.57
69. Cl 0.30
70. Cl 0.24

> Look up the E_tot of the second one.

-4090.73504 a.u.